Here is a structure of composition C45H50N7OSn from the OMol25 dataset. Energies are from wB97M-V/def2-TZVPD.

Geometry as XYZ:
```
104
Properties=species:S:1:pos:R:3
Sn -0.1487 0.6100 -1.0574
O -1.5781 1.7482 -2.2008
C -2.5938 1.5371 -3.0101
C -3.6007 2.5099 -3.1305
C -4.6851 2.3235 -3.9573
C -4.8077 1.1577 -4.7127
C -3.8324 0.1926 -4.6138
C -2.7180 0.3578 -3.7760
C -1.7203 -0.6942 -3.7011
N -0.8442 -0.9469 -2.7286
C -0.1648 -2.0980 -3.0808
C -0.6171 -2.5402 -4.2773
N -1.5883 -1.6464 -4.6569
H -3.5032 3.4124 -2.5408
H -5.4583 3.0793 -4.0067
H -5.6626 1.0067 -5.3569
H -3.9638 -0.7324 -5.1634
H 0.5869 -2.5211 -2.4366
H -0.3381 -3.3852 -4.8809
H -2.1058 -1.6634 -5.5173
C 3.4959 -3.6900 2.4161
C 3.3526 -2.2390 1.9467
C 4.1301 -1.2875 2.8652
C 3.8126 -2.0754 0.5044
C 5.1730 -2.2285 0.2597
C 5.7273 -1.9755 -0.9789
C 4.9196 -1.4972 -1.9975
C 3.5591 -1.3310 -1.8104
C 2.7296 -0.7424 -2.9336
C 2.8987 0.7851 -2.8988
C 3.0704 -1.2831 -4.3222
C 2.9800 -1.6673 -0.5671
N 1.5956 -1.4956 -0.4079
C 0.9032 -2.3854 0.1778
C -0.4912 -2.2120 0.5846
N -1.1918 -1.1632 0.4110
C -2.5647 -1.1663 0.7510
C -3.0961 -0.0834 1.4820
C -4.4383 -0.1018 1.8239
C -5.2588 -1.1535 1.4547
C -4.7465 -2.1771 0.6815
C -3.4100 -2.2033 0.3012
C -2.9748 -3.2787 -0.6844
C -3.0860 -4.6791 -0.0730
C -3.8031 -3.1785 -1.9719
C -2.2521 1.1000 1.9061
C -2.6590 2.3514 1.1137
C -2.3334 1.3745 3.4091
H 3.1332 -3.8014 3.4389
H 4.5413 -3.9978 2.3919
H 2.9380 -4.3755 1.7747
H 2.3041 -1.9568 2.0281
H 5.1813 -1.5654 2.9344
H 3.7088 -1.3104 3.8718
H 4.0707 -0.2656 2.4878
H 5.8180 -2.5522 1.0662
H 6.7865 -2.1217 -1.1426
H 5.3631 -1.2490 -2.9523
H 1.6833 -0.9934 -2.7502
H 3.9282 1.0441 -3.1496
H 2.6909 1.1733 -1.8983
H 2.2299 1.2680 -3.6161
H 4.0497 -0.9474 -4.6621
H 2.3314 -0.9175 -5.0366
H 3.0556 -2.3734 -4.3332
H 1.3079 -3.3778 0.3919
H -0.9031 -3.0572 1.1403
H -4.8495 0.7223 2.3925
H -6.2996 -1.1619 1.7499
H -5.4033 -2.9736 0.3572
H -1.9364 -3.1171 -0.9734
H -4.1152 -4.8987 0.2105
H -2.4691 -4.7775 0.8226
H -2.7654 -5.4299 -0.7968
H -4.8466 -3.4370 -1.7932
H -3.4096 -3.8650 -2.7237
H -3.7658 -2.1632 -2.3722
H -1.2116 0.8727 1.6767
H -3.6908 2.6331 1.3274
H -2.5712 2.1838 0.0380
H -2.0144 3.1901 1.3883
H -3.3312 1.7037 3.7005
H -1.6349 2.1700 3.6732
H -2.0744 0.4836 3.9831
N 2.4588 9.3231 4.8847
C 2.2568 8.2382 4.5649
C 2.0386 6.8895 4.1388
C 2.0581 5.8384 5.0499
C 1.9206 4.5342 4.6114
C 1.7571 4.2635 3.2581
C 1.6869 5.3196 2.3517
C 1.8327 6.6216 2.7868
N 1.6468 2.9234 2.8031
C 1.5410 1.7866 3.5759
C 1.3928 0.7496 2.7098
N 1.4125 1.2106 1.4157
C 1.5673 2.5079 1.5086
H 2.1842 6.0432 6.1037
H 1.9499 3.7365 5.3397
H 1.5133 5.1453 1.3008
H 1.7848 7.4355 2.0771
H 1.5658 1.7924 4.6500
H 1.2691 -0.2976 2.9346
H 1.6355 3.1570 0.6522
```

Values from the calculation:
Kohn-Sham gap, eV: 6.45
2S+1: 1
LUMO, eV: -3.87
Charge: +1

Results of the Mulliken charge analysis, in e, for atoms 1 through 6: 1.230, -0.815, 0.103, -0.423, -0.488, -0.982



Here is a structure of composition C23H24Br4N5O2W in a non-equilibrium geometry from the OMol25 dataset. Energies are from wB97M-V/def2-TZVPD.

Geometry as XYZ:
```
59
Properties=species:S:1:pos:R:3
W -0.0545 -0.1007 -0.4545
N 0.0977 0.5086 1.7738
C 0.9419 1.7097 2.0989
C 2.3940 1.3378 2.3600
C 3.0274 0.4236 1.3138
C 2.9963 0.9664 -0.1201
N 2.1631 0.0900 -0.9936
H -0.8626 0.7441 2.0167
H 0.3506 -0.2425 2.4153
H 0.5400 2.1920 2.9906
H 0.8481 2.4104 1.2747
H 2.4796 0.8535 3.3375
H 2.9542 2.2735 2.4296
H 2.5148 -0.5427 1.3280
H 4.0531 0.2109 1.6152
H 4.0026 1.0335 -0.5311
H 2.5588 1.9623 -0.1630
H 2.5947 -0.8283 -1.0430
H 2.1768 0.4502 -1.9470
Br 0.4522 5.6057 -4.4403
C 0.2130 3.8305 -3.8752
C -0.0443 2.8061 -4.7957
Br -0.1482 3.1895 -6.6313
C -0.2226 1.4927 -4.3576
Br -0.5708 0.0575 -5.5195
C -0.1521 1.1950 -3.0043
O -0.3037 -0.0337 -2.4900
C 0.1125 2.2194 -2.0990
O 0.1739 1.8266 -0.7956
C 0.2944 3.5216 -2.5184
Br 0.6499 4.8014 -1.1816
C 0.4582 -2.2283 -0.5957
C 0.8979 -2.6920 0.7544
C 0.0224 -2.6544 1.8474
C 0.4457 -2.9510 3.1312
C 1.7734 -3.3098 3.3573
C 2.6476 -3.4057 2.2779
C 2.2070 -3.1093 0.9992
C 2.2259 -3.5882 4.6973
N 2.5789 -3.7913 5.7718
H -0.5303 -2.6358 -0.8533
H 1.1297 -2.5564 -1.3856
H -1.0209 -2.3978 1.6924
H -0.2459 -2.9230 3.9636
H 3.6695 -3.7202 2.4472
H 2.8960 -3.2077 0.1673
N -6.2938 0.0513 -0.7324
C -4.9671 -0.0198 -0.5608
C -4.3155 -1.2483 -0.3334
C -2.9608 -1.2797 -0.1837
N -2.1784 -0.1787 -0.2145
C -2.8088 1.0080 -0.4183
C -4.1545 1.1295 -0.5953
H -6.8617 -0.7774 -0.7381
H -6.7451 0.9265 -0.9314
H -4.8742 -2.1738 -0.2951
H -2.4621 -2.2285 -0.0447
H -2.1821 1.8888 -0.4506
H -4.5815 2.1084 -0.7673
```

Values from the calculation:
Kohn-Sham gap (spin up / spin down), eV: 6.42 / 7.29
2S+1: 3
ΔE to the lowest compared entry with this formula, charge and spin, kJ/mol: 38.2
LUMO (spin up / spin down), eV: -3.92 / -3.40
Charge: +1
<S²>: 2.017

Results of the Mulliken charge analysis, in e, for atoms 1 through 6: 1.663, -0.723, -0.495, -1.217, 0.706, -0.695



Here is the molecule C4H7NO3 from the OMol25 dataset. Energies are from wB97M-V/def2-TZVPD.

Geometry as XYZ:
```
15
Properties=species:S:1:pos:R:3
C 0.4633 -1.0372 0.4263
C -0.3525 -0.2299 1.4604
C 0.1021 0.4174 -1.6641
C -0.1915 -0.9006 -0.9210
N 0.3143 1.0204 1.7652
O -0.3158 0.3740 -2.9177
O 0.6484 1.3731 -1.1717
O -0.9445 -1.7103 -1.3970
H -0.1291 1.2028 -3.3870
H -0.2893 1.6177 2.3266
H 0.5420 1.5173 0.9075
H 1.4774 -0.6443 0.4098
H 0.4717 -2.0927 0.6919
H -0.4110 -0.8049 2.3889
H -1.3854 -0.1030 1.0818
```

Values from the calculation:
Kohn-Sham gap, eV: 9.22
2S+1: 1
SMILES string: NCCC(=O)C(=O)O
ΔE to the lowest compared entry with this formula, charge and spin, kJ/mol: 126.2
LUMO, eV: -0.14

Results of the Mulliken charge analysis, in e, for atoms 1 through 6: -0.613, -0.410, 0.537, 0.356, -0.654, -0.396



Here is the molecule C4H5NOS2 in a non-equilibrium geometry from the OMol25 dataset. Energies are from wB97M-V/def2-TZVPD.

Geometry as XYZ:
```
13
Properties=species:S:1:pos:R:3
C 1.3572 -0.8691 -0.5979
C 1.0397 -1.2716 0.6141
C -0.7567 0.5206 -0.5813
C 0.8253 0.5303 -1.0034
N -0.9019 0.5781 0.7809
O -1.6217 0.6899 -1.3619
S 0.3487 -0.1989 1.8257
S -2.4598 0.3435 1.4246
H 1.6601 -1.6153 -1.3464
H 1.2091 -2.2234 1.0424
H 1.2220 1.3569 -0.5599
H 0.9587 0.6412 -2.1249
H -2.8806 1.5179 1.8881
```

Values from the calculation:
Kohn-Sham gap, eV: 8.99
2S+1: 1
SMILES string: O=C1CC=CSN1S
ΔE to the lowest compared entry with this formula, charge and spin, kJ/mol: 195.5
LUMO, eV: 0.21

Results of the Mulliken charge analysis, in e, for atoms 1 through 6: -0.243, -0.279, 0.543, -0.711, -0.127, -0.508